15
Properties=species:S:1:pos:R:3:forces:R:3 method="wB97M-V/def2-TZVPD" e_above_lowest_kcal_mol=31.79 e_tot_ev=-9408.4537 smiles="O=CCC1(O)CC1" multiplicity=1 gap_ev=10.69 homo_ev=-9.78
O 0.288 -1.369 -0.997 0.109 -0.156 0.073
C 0.053 -0.091 -0.485 -0.099 0.243 0.063
C -0.987 -0.079 0.613 0.088 0.012 -0.019
C -0.597 -0.940 1.790 0.245 -0.206 -0.006
O 0.329 -1.721 1.786 -0.374 0.379 0.033
C 0.119 1.012 -1.486 -0.136 0.039 -0.125
C 1.224 0.850 -0.468 0.166 -0.002 0.112
H 0.695 -1.855 -0.262 -0.089 -0.064 -0.181
H -1.209 0.935 0.970 0.070 -0.133 -0.041
H -1.934 -0.485 0.224 0.095 0.062 0.082
H -1.230 -0.841 2.697 0.053 -0.022 -0.096
H -0.558 1.856 -1.376 0.106 -0.171 0.001
H 0.322 0.715 -2.510 0.004 0.046 0.165
H 2.159 0.420 -0.816 -0.142 0.114 0.046
H 1.326 1.592 0.321 -0.097 -0.142 -0.107

***

33
Properties=species:S:1:pos:R:3:forces:R:3 method="wB97M-V/def2-TZVPD" e_tot_ev=-35644.3385 charge=+1 multiplicity=1 gap_ev=7.95 homo_ev=-12.75
F -4.499 -2.209 -2.482 1.197 1.376 -0.679
C -3.396 -1.411 -2.670 -0.553 -1.763 0.682
F -2.322 -2.255 -2.494 -1.011 1.473 -0.711
F -3.404 -0.842 -3.888 0.123 -0.693 1.584
C -3.384 -0.379 -1.478 0.087 0.213 -0.144
F -3.210 -1.127 -0.321 -0.560 0.882 -1.393
F -4.555 0.334 -1.423 1.417 -1.121 0.068
C -2.180 0.664 -1.510 0.803 1.356 0.869
F -1.108 0.257 -2.271 -1.161 0.002 0.851
F -2.571 1.903 -1.989 0.184 -1.836 0.345
C -1.735 0.905 -0.010 -1.765 1.213 0.599
C -2.691 1.632 0.816 2.269 -0.776 1.044
C -2.362 1.858 2.227 1.877 -1.568 -1.509
C -1.083 1.307 2.707 -0.576 -0.243 -2.365
C -0.192 0.606 1.781 -1.022 0.683 1.193
N -0.545 0.420 0.460 -1.726 1.157 0.917
H -3.645 1.989 0.373 0.943 -0.331 0.345
H -3.060 2.397 2.902 0.673 -0.496 -0.613
H -0.750 1.392 3.763 -0.357 -0.009 -0.993
H 0.795 0.158 2.127 -1.261 0.440 -0.489
H 0.041 -0.078 -0.219 -0.081 0.234 0.572
C 2.479 -0.871 0.913 0.944 -0.056 -0.006
O 2.268 -0.943 2.118 0.008 0.127 -0.181
N 3.676 -0.652 0.348 -0.686 -0.094 -0.043
C 3.851 -0.581 -1.092 0.208 0.025 0.107
C 4.837 -0.481 1.209 -0.079 -0.061 0.295
H 1.670 -0.987 0.173 0.084 -0.116 -0.161
H 4.550 -1.358 -1.406 -0.057 0.069 -0.128
H 4.254 0.398 -1.356 -0.008 -0.078 -0.119
H 2.902 -0.727 -1.608 0.028 -0.023 0.079
H 4.966 -1.376 1.819 0.085 0.100 0.019
H 4.672 0.371 1.870 0.113 -0.064 0.018
H 5.730 -0.313 0.611 -0.139 -0.021 -0.053

***

9
Properties=species:S:1:pos:R:3:forces:R:3 method="wB97M-V/def2-TZVPD" e_above_lowest_kcal_mol=13.85 e_tot_ev=-9352.0628 charge=+2 multiplicity=1 gap_ev=5.72 homo_ev=-20.56
In -0.292 -2.004 -3.533 -0.087 -0.374 -0.518
C -0.392 0.091 1.045 -3.818 0.741 1.993
C 0.563 0.389 -0.157 2.631 -3.483 -3.124
O 0.121 -0.052 -1.302 0.213 1.736 2.521
H -0.013 0.491 1.988 0.810 0.192 -0.422
H -0.643 -0.976 1.083 1.012 -0.245 -0.597
H -1.403 0.508 0.956 0.192 0.362 -0.204
H 1.569 0.035 0.076 0.205 0.327 -0.050
H 0.489 1.518 -0.157 -1.158 0.745 0.401

***

22
Properties=species:S:1:pos:R:3:forces:R:3 method="wB97M-V/def2-TZVPD" e_tot_ev=-20851.9222 charge=+2 multiplicity=1 gap_ev=2.17 homo_ev=-15.00
Sn 6.350 7.949 -12.571 0.234 0.227 0.210
C 11.153 14.440 -15.638 1.517 0.451 -0.708
O 10.599 13.325 -14.967 -2.365 -3.414 -1.564
C 9.958 12.255 -15.691 -0.790 0.109 0.455
O 9.068 11.546 -15.147 3.435 2.407 -2.031
O 10.405 12.094 -17.039 0.611 2.554 5.109
C 9.680 11.253 -17.820 -1.766 -2.375 -0.420
H 11.795 14.952 -14.922 -0.332 -0.089 0.288
H 10.446 15.167 -16.037 -0.361 -0.397 0.089
H 11.852 14.129 -16.414 -0.289 -0.102 -0.244
H 9.620 10.239 -17.426 0.945 -0.434 0.093
H 10.157 11.233 -18.800 -0.590 0.218 0.011
H 8.611 11.440 -17.720 -0.132 0.907 -0.994
O 7.999 8.741 -8.085 -0.037 0.508 0.237
C 8.147 9.321 -6.993 1.328 -1.825 0.644
N 8.850 8.721 -5.988 -0.702 0.932 -0.193
C 7.655 10.691 -6.729 -1.180 0.867 -0.793
H 9.409 7.883 -6.059 -0.400 -0.037 -0.388
H 8.729 9.111 -5.064 0.298 -0.016 -0.086
H 6.692 10.785 -7.231 -0.110 -0.003 0.049
H 8.293 11.387 -7.274 0.275 -0.013 0.168
H 7.509 11.043 -5.708 0.412 -0.475 0.069